1.
The following is a quantum chemistry calculation of a 2-piece molecular cluster, C2Cl3OS overall at a distorted geometry, from the OMol25 dataset.

## Properties
M: 178.45 g mol⁻¹
energy relative to the best compared isomer or geometry (same formula, charge and spin): 0.158 eV
calculated total energy: -52524.7007 eV
net charge: -1
max |F|: 2.17 eV/A
highest occupied orbital energy: -3.458 eV
orbital gap: 6.471 eV

Each line ends with the Mulliken charge.
Geometry (Å):
C (0.752, 2.122, -0.332)  0.63
C (-0.564, -1.029, 0.326)  -0.17
O (1.543, 2.313, 0.516)  -0.37
S (-0.374, 2.087, -1.414)  -0.27
Cl (-0.791, -1.999, 1.920)  -0.30
Cl (-1.647, -1.989, -0.854)  -0.29
Cl (1.081, -1.505, -0.163)  -0.22

---

2.
The following is a quantum chemistry calculation of C2ClF2NO3 as an isolated structure at a distorted geometry, from the OMol25 dataset.

## Properties
M: 159.47 g mol⁻¹
energy relative to the best compared isomer or geometry (same formula, charge and spin): 1.319 eV
calculated total energy: -27658.8824 eV
net charge: 0
max |F|: 3.93 eV/A
highest occupied orbital energy: -11.328 eV
orbital gap: 10.267 eV

Each line ends with the Mulliken charge.
Geometry (Å):
C (-1.467, -0.159, 0.207)  0.49
C (0.396, 0.461, 0.392)  0.39
N (1.148, -0.574, -0.463)  0.88
O (-2.026, -0.996, 0.811)  -0.33
O (1.171, -1.744, -0.054)  -0.50
O (1.629, -0.167, -1.469)  -0.49
F (-1.938, 0.666, -0.814)  -0.19
F (0.833, 0.490, 1.676)  -0.18
Cl (0.253, 2.024, -0.286)  -0.07

---

3.
The following is a quantum chemistry calculation of a 2-piece molecular cluster, C2ClF4O3S overall at a distorted geometry, from the OMol25 dataset.

## Properties
M: 215.53 g mol⁻¹
energy relative to the best compared isomer or geometry (same formula, charge and spin): 0.192 eV
calculated total energy: -42445.1790 eV
net charge: -1
max |F|: 3.18 eV/A
highest occupied orbital energy: -5.829 eV
orbital gap: 8.975 eV

Each line ends with the Mulliken charge.
Geometry (Å):
C (2.908, -0.382, 0.059)  0.41
C (1.870, 0.422, -0.154)  0.19
O (-2.439, 0.752, 1.243)  -0.60
O (-2.154, -1.346, 0.051)  -0.63
O (-2.520, 0.714, -1.194)  -0.61
F (4.177, 0.037, 0.057)  -0.23
F (-4.335, -0.291, 0.103)  -0.35
F (2.867, -1.682, 0.280)  -0.20
F (2.167, 1.715, -0.366)  -0.21
S (-2.683, -0.002, 0.045)  1.32
Cl (0.142, 0.063, -0.124)  -0.08

---

4.
The following is a quantum chemistry calculation of C2ClF6PS as an isolated structure at a distorted geometry, from the OMol25 dataset.

## Properties
M: 236.50 g mol⁻¹
calculated total energy: -51022.9606 eV
spin multiplicity: 3
net charge: 0
max |F|: 2.22 eV/A
highest occupied orbital energy (alpha / beta): -9.707 / -9.725 eV
orbital gap (alpha / beta): 9.538 / 7.082 eV

Each line ends with the Mulliken charge.
Geometry (Å):
C (-0.024, 1.116, 0.851)  0.66
C (-0.825, -1.140, -0.880)  0.70
F (-0.195, 2.310, 0.315)  -0.23
F (-1.193, 0.793, 1.496)  -0.21
F (0.934, 1.364, 1.804)  -0.23
F (-1.854, -0.246, -1.119)  -0.23
F (-0.326, -1.749, -1.979)  -0.22
F (-1.363, -2.047, -0.080)  -0.21
P (0.816, -0.267, -0.249)  0.21
S (2.862, 1.238, -1.503)  -0.07
Cl (1.168, -1.372, 1.345)  -0.17

---

5.
The following is a quantum chemistry calculation of C2ClFN3O3 as an isolated structure at a distorted geometry, from the OMol25 dataset.

## Properties
M: 168.49 g mol⁻¹
energy relative to the best compared isomer or geometry (same formula, charge and spin): 2.225 eV
calculated total energy: -27922.0270 eV
net charge: -1
max |F|: 3.55 eV/A
highest occupied orbital energy (alpha / beta): -5.391 / -4.230 eV
orbital gap (alpha / beta): 7.976 / 5.758 eV

Each line ends with the Mulliken charge.
Geometry (Å):
C (1.557, -1.139, -0.811)  0.66
C (-1.470, 1.810, -0.435)  0.67
N (2.658, -1.401, -1.092)  -0.47
N (0.359, -1.027, -0.369)  0.13
N (-0.656, -0.467, -0.503)  -0.34
O (-0.413, 1.239, -0.705)  -0.40
O (-2.608, 1.627, -0.709)  -0.50
O (0.715, -2.594, 2.394)  -0.52
F (-1.273, 3.066, 0.275)  -0.30
Cl (1.130, -1.114, 1.956)  0.07

---

6.
The following is a quantum chemistry calculation of C2ClNS as an isolated structure at a distorted geometry, from the OMol25 dataset.

## Properties
M: 105.55 g mol⁻¹
energy relative to the best compared isomer or geometry (same formula, charge and spin): 1.111 eV
calculated total energy: -26918.9479 eV
net charge: 0
max |F|: 4.27 eV/A
highest occupied orbital energy: -10.557 eV
orbital gap: 7.909 eV

Each line ends with the Mulliken charge.
Geometry (Å):
C (0.920, 0.202, -0.072)  0.50
C (-0.434, 0.287, 0.008)  0.13
N (2.075, 0.087, 0.081)  -0.26
S (-1.552, 1.358, -0.009)  -0.08
Cl (-1.009, -1.933, -0.008)  -0.29

---

7.
The following is a quantum chemistry calculation of C2F12NO8P2S2V as an isolated structure at a distorted geometry, from the OMol25 dataset.

## Properties
M: 571.02 g mol⁻¹
calculated total energy: -118495.9543 eV
spin multiplicity: 4
net charge: -3
max |F|: 5.07 eV/A
highest occupied orbital energy (alpha / beta): 2.900 / 2.881 eV
orbital gap (alpha / beta): 3.674 / 3.690 eV

Each line ends with the Mulliken charge.
Geometry (Å):
V (-0.168, -0.056, -0.596)  0.90
P (1.363, 0.158, -2.870)  0.70
O (2.878, 0.069, -2.802)  -0.85
O (0.875, 0.437, -4.294)  -0.88
O (0.633, 1.229, -2.025)  -0.58
O (0.876, -1.138, -2.112)  -0.58
P (-2.663, 2.260, -1.621)  1.28
F (-1.623, 1.554, -0.546)  -0.24
F (-3.191, 3.323, -0.474)  -0.41
F (-1.517, 3.298, -2.002)  -0.33
F (-3.720, 3.001, -2.643)  -0.38
F (-2.243, 1.195, -2.741)  -0.33
F (-3.828, 1.214, -1.184)  -0.38
C (0.734, -3.550, 0.951)  0.68
F (0.064, -3.536, 2.099)  -0.23
F (1.383, -4.687, 0.843)  -0.24
F (-0.087, -3.407, -0.069)  -0.21
S (2.001, -2.066, 0.963)  0.77
O (2.803, -2.290, 2.140)  -0.62
O (2.706, -2.076, -0.294)  -0.47
N (0.897, -0.731, 1.023)  -0.24
S (0.886, -0.180, 2.540)  0.99
O (0.109, -0.971, 3.476)  -0.69
O (2.160, 0.267, 3.044)  -0.66
C (-0.148, 1.393, 2.318)  0.60
F (0.239, 2.037, 1.232)  -0.14
F (-1.436, 1.063, 2.260)  -0.20
F (0.014, 2.190, 3.385)  -0.24

---

8.
The following is a quantum chemistry calculation of an isolated molecule of C2F2I2 at a distorted geometry, from the OMol25 dataset.

## Properties
M: 315.83 g mol⁻¹
energy relative to the best compared isomer or geometry (same formula, charge and spin): 0.000 eV
calculated total energy: -23708.4801 eV
net charge: 0
max |F|: 2.00 eV/A
highest occupied orbital energy: -9.327 eV
SMILES string: F/C(I)=C(/F)I
orbital gap: 8.732 eV

Each line ends with the Mulliken charge.
Geometry (Å):
F (1.729, 0.607, 0.107)  -0.21
C (0.452, 0.405, -0.300)  0.08
I (-0.303, 1.746, -1.859)  0.09
C (-0.375, -0.414, 0.340)  0.14
F (-1.606, -0.662, 0.000)  -0.19
I (0.277, -1.738, 1.840)  0.09

---

9.
The following is a quantum chemistry calculation of C2F3IrNO5S2 as an isolated structure at a distorted geometry, from the OMol25 dataset.

## Properties
M: 431.37 g mol⁻¹
energy relative to the best compared isomer or geometry (same formula, charge and spin): 0.000 eV
calculated total energy: -46453.9873 eV
spin multiplicity: 6
net charge: 0
max |F|: 7.30 eV/A
highest occupied orbital energy (alpha / beta): -7.561 / -9.576 eV
orbital gap (alpha / beta): 7.150 / 5.071 eV

Each line ends with the Mulliken charge.
Geometry (Å):
O (-4.154, -0.111, -0.047)  -0.43
C (-3.652, -1.021, -0.624)  0.78
O (-3.429, -2.144, -0.850)  -0.27
Ir (-3.267, 1.948, -0.238)  0.53
N (-0.488, -0.403, -2.526)  -0.30
S (-0.627, 0.388, -1.088)  0.60
O (0.357, 1.537, -1.056)  -0.55
O (-2.152, 0.979, -1.211)  -0.65
S (-0.631, 0.526, -3.871)  0.56
O (-1.704, -0.051, -4.774)  -0.40
C (0.926, -0.060, -4.726)  0.73
F (2.000, 0.259, -4.007)  -0.20
F (0.929, -1.372, -4.935)  -0.20
F (1.022, 0.548, -5.911)  -0.20

---

10.
The following is a quantum chemistry calculation of an isolated ion of composition C2F3N2O2 and charge +1 at a distorted geometry, from the OMol25 dataset.

## Properties
M: 141.03 g mol⁻¹
energy relative to the best compared isomer or geometry (same formula, charge and spin): 2.659 eV
calculated total energy: -17289.4525 eV
net charge: +1
max |F|: 2.34 eV/A
highest occupied orbital energy: -18.661 eV
SMILES string: N#[N+]OC(=O)C(F)(F)F
orbital gap: 12.738 eV

Each line ends with the Mulliken charge.
Geometry (Å):
N (-2.521, -0.648, -1.912)  -0.23
N (-1.669, -0.333, -1.294)  0.90
O (-0.815, 0.139, -0.554)  -0.24
C (0.589, -0.529, 0.040)  0.26
O (0.931, -1.588, -0.198)  -0.14
C (1.002, 0.648, 0.986)  0.97
F (1.354, 1.625, 0.162)  -0.18
F (-0.059, 0.956, 1.639)  -0.19
F (1.924, 0.306, 1.858)  -0.15